Record 1
DFT (ωB97M-V with the def2-TZVPD basis set) results for a molecular structure, C32H34N4O4PtSe.

Geometry as XYZ:
```
76
Properties=species:S:1:pos:R:3:forces:R:3
Pt 0.494 2.173 -0.083 0.046 0.188 -0.108
C -1.197 4.801 -0.640 -0.115 -0.014 0.050
O -0.455 3.980 0.295 0.341 -0.034 -0.184
C -0.434 4.328 1.638 -0.102 0.001 0.113
C -0.903 5.536 2.118 0.073 -0.056 0.023
C -0.800 5.789 3.480 -0.015 0.012 -0.046
C -0.239 4.855 4.339 0.001 0.017 0.037
C 0.203 3.639 3.854 -0.054 -0.033 -0.060
C 0.086 3.367 2.497 -0.157 0.088 0.126
N 0.476 2.132 1.906 -0.019 -0.308 -0.138
N 0.785 1.204 2.678 0.015 -0.063 -0.066
C 1.280 0.003 2.242 -0.030 0.139 -0.176
C 1.588 -0.357 0.912 -0.075 -0.344 0.262
O 1.243 0.317 -0.188 0.358 0.228 -0.121
C 2.317 -1.554 0.691 -0.020 0.158 -0.010
C 2.648 -2.387 1.712 0.025 0.011 0.088
C 2.277 -2.111 3.051 -0.043 -0.002 -0.013
C 2.592 -3.004 4.097 0.005 -0.018 0.030
C 2.221 -2.723 5.382 0.025 -0.022 -0.014
C 1.520 -1.536 5.655 -0.025 0.020 -0.001
C 1.210 -0.648 4.657 0.039 0.003 -0.034
C 1.589 -0.912 3.325 0.048 -0.037 0.017
H -2.234 4.850 -0.316 0.016 -0.001 0.011
H -1.160 4.290 -1.593 -0.010 -0.019 0.007
H -0.739 5.785 -0.688 0.039 -0.002 -0.024
H -1.334 6.276 1.462 -0.003 0.018 -0.036
H -1.157 6.734 3.865 0.010 0.002 0.004
H -0.145 5.075 5.393 -0.012 0.005 -0.002
H 0.635 2.897 4.508 0.012 -0.013 -0.005
H 2.634 -1.767 -0.318 0.028 -0.017 0.034
H 3.217 -3.286 1.507 -0.006 0.004 -0.011
H 3.131 -3.914 3.866 -0.002 0.004 -0.011
H 2.460 -3.405 6.185 -0.001 -0.004 -0.005
H 1.216 -1.321 6.671 0.004 0.003 -0.003
H 0.663 0.252 4.888 -0.003 0.010 0.005
N 1.265 2.823 -3.023 -0.127 -0.001 0.075
C 0.893 2.523 -1.974 0.032 -0.053 -0.053
H 1.577 3.084 -3.937 0.005 0.042 -0.026
O -3.224 2.527 -1.653 0.076 -0.030 -0.050
C -2.952 1.514 -0.962 -0.158 0.112 0.028
O -2.027 1.341 -0.158 -0.035 -0.279 -0.019
C -3.966 0.344 -1.117 0.012 0.068 0.069
N -5.067 0.883 -1.998 0.082 0.149 -0.090
C -6.333 0.929 -1.193 0.009 0.016 -0.023
C -6.137 -0.182 -0.173 -0.019 0.004 -0.007
C -4.657 -0.061 0.192 0.017 0.023 0.012
H -3.497 -0.497 -1.624 0.037 -0.004 0.032
H -5.185 0.342 -2.850 -0.004 -0.022 0.021
H -4.658 1.836 -2.228 -0.061 -0.099 0.026
H -7.188 0.809 -1.853 -0.011 0.009 0.014
H -6.377 1.911 -0.725 0.003 -0.017 0.026
H -6.353 -1.150 -0.629 0.011 -0.004 0.003
H -6.798 -0.064 0.683 -0.001 0.003 -0.002
H -4.242 -0.980 0.596 0.001 -0.003 -0.009
H -4.504 0.721 0.936 -0.012 -0.010 0.004
C 4.101 -5.483 -4.086 0.022 0.021 -0.061
C 3.302 -4.335 -3.577 0.000 0.007 0.018
C 2.196 -4.548 -2.745 0.061 -0.031 -0.036
C 1.440 -3.505 -2.273 -0.115 0.269 0.014
C 0.272 -3.778 -1.377 -0.037 -0.053 -0.010
C 1.785 -2.159 -2.685 0.331 -0.240 0.066
Se 0.738 -0.779 -2.211 -0.376 0.136 0.097
C 2.964 -1.940 -3.498 -0.205 0.163 0.104
C 3.407 -0.557 -3.868 0.046 0.009 -0.004
C 3.669 -3.026 -3.936 0.022 -0.090 -0.011
H 3.824 -6.424 -3.619 -0.006 0.003 0.011
H 5.167 -5.303 -3.943 -0.004 -0.009 0.016
H 3.947 -5.573 -5.166 -0.007 -0.019 0.011
H 1.946 -5.563 -2.463 -0.027 0.009 0.010
H 0.301 -4.806 -1.025 -0.007 0.001 -0.002
H -0.663 -3.635 -1.925 0.002 -0.004 0.009
H 0.250 -3.108 -0.520 0.023 -0.023 0.012
H 3.591 0.044 -2.976 0.018 -0.003 -0.002
H 2.640 -0.047 -4.451 0.009 -0.014 -0.019
H 4.320 -0.597 -4.456 -0.002 0.008 0.004
H 4.541 -2.887 -4.563 -0.003 0.028 0.003
```
Forces are in eV/Å.

Its charge is +2. The calculation puts the LUMO energy (alpha / beta) at -7.7 / -7.7 eV. The gap between HOMO and LUMO (alpha / beta) comes out at 4.82 / 4.82 eV.

---

Record 2
DFT (ωB97M-V with the def2-TZVPD basis set) results for 2 unconnected molecules or ions with the total composition C4H8O2.

Geometry as XYZ:
```
14
Properties=species:S:1:pos:R:3:forces:R:3
O -1.759 -0.587 -1.125 0.057 -0.169 -0.409
C -1.389 0.619 -0.515 0.031 0.164 0.155
C -0.604 0.433 0.739 -0.212 -0.943 -0.110
C 0.965 -1.027 0.314 -0.639 0.906 0.366
C 1.856 0.065 -0.027 0.139 0.669 0.121
O 1.538 1.221 0.187 1.233 0.221 -0.408
H -0.941 -0.976 -1.463 -0.163 -0.107 0.136
H -2.325 1.125 -0.235 0.090 -0.041 -0.023
H -0.860 1.296 -1.207 -0.056 -0.186 0.176
H -1.011 -0.240 1.472 -0.576 -0.216 -0.005
H -0.374 1.414 1.201 0.524 -1.029 -0.340
H 0.872 -1.226 1.372 0.539 0.063 0.301
H 1.209 -2.003 -0.190 -1.003 0.938 0.019
H 2.823 -0.114 -0.524 0.034 -0.271 0.020
```
Forces are in eV/Å.

Its charge is 0. The calculation puts the LUMO energy at 0.1 eV. The gap between HOMO and LUMO comes out at 9.43 eV.

---

Record 3
DFT (ωB97M-V with the def2-TZVPD basis set) results for 3 unconnected molecules or ions with the total composition C3H12N2O.

Geometry as XYZ:
```
18
Properties=species:S:1:pos:R:3:forces:R:3
C -2.475 1.198 1.441 1.449 0.146 -0.145
C -1.929 2.381 1.149 -1.886 -0.442 -0.562
N 5.959 -1.218 2.593 0.546 0.169 -0.782
H -3.549 1.075 1.448 0.012 -0.122 1.027
H -2.025 0.158 -3.399 -0.089 0.113 -0.006
H -1.768 0.387 1.602 -0.632 -0.550 -0.621
H -2.647 3.183 1.256 0.337 0.622 -0.714
H -1.053 2.469 0.523 0.723 0.334 1.013
H 6.251 -0.667 1.790 0.194 0.305 0.304
H 5.644 -2.060 2.125 -0.489 -0.134 0.544
H 5.200 -0.702 3.019 -0.251 -0.338 -0.066
N -1.594 -1.638 -2.083 0.387 -0.891 0.348
C -0.952 -0.352 -1.906 0.783 0.133 -0.322
O -1.562 0.643 -2.706 -0.122 -0.186 0.058
H -1.660 -2.153 -1.212 -0.548 0.484 0.329
H -0.980 -2.280 -2.575 -0.032 0.375 -0.557
H 0.109 -0.417 -2.188 -0.055 0.038 -0.033
H -0.970 -0.006 -0.877 -0.327 -0.054 0.187
```
Forces are in eV/Å.

Its charge is 0. The calculation puts the LUMO energy at 0.8 eV. As for the SMILES: C=C.NCO.N. The gap between HOMO and LUMO comes out at 10.52 eV.

---

One value per record, in order, for energy relative to the best compared isomer or geometry (same formula, charge and spin): 20.2; 106.0; 46.4 kcal/mol.